(1)
DFT (ωB97M-V/def2-TZVPD) results for C3H8F4N4OP3 as an isolated structure at a distorted geometry.

XYZ file:
```
23
Properties=species:S:1:pos:R:3:forces:R:3:mulliken_charge:R:1
C 3.36658 -1.12886 -2.26628 0.652 0.073 -0.069 0.148
C -1.27166 1.79384 1.75058 2.338 0.365 2.536 -0.993
C 0.60309 2.77658 0.36523 0.599 -2.469 -3.673 -0.950
N -1.53035 -0.49569 -0.33810 -0.607 -0.333 -0.205 -0.223
N 1.03215 -0.75985 0.24929 0.376 0.021 0.064 -0.334
N -0.31653 -2.87305 -0.15281 -2.444 -1.042 -0.052 -0.173
N -0.26294 1.66403 0.69361 -2.215 -2.633 -0.196 0.121
O 4.37367 -0.71552 -1.99711 0.155 0.119 -0.022 -0.163
F -2.90882 -2.59885 0.12613 1.350 0.249 -0.046 -0.217
F -2.09265 -2.37249 -2.01940 0.558 0.180 0.218 -0.216
F 0.22552 0.85308 -1.58241 0.195 -0.603 0.124 -0.342
F 0.91206 -1.72971 -1.92852 -0.713 -0.333 -0.945 -0.177
P -1.65152 -2.01709 -0.58887 -1.530 -0.137 0.265 0.753
P -0.19700 0.30839 -0.19504 1.036 0.711 0.420 0.836
P 1.24305 -2.32435 -0.51566 0.506 1.102 0.658 0.150
H 1.18309 -0.91880 1.24882 -0.037 0.771 -0.168 0.355
H -0.76647 2.17172 2.70942 -0.446 0.102 -1.463 0.376
H -2.02741 2.46769 1.46938 -1.140 0.665 -0.319 0.375
H -1.63130 0.87476 2.18001 -0.475 -0.686 -0.771 0.347
H 1.49749 2.40246 0.84166 1.075 1.544 -0.313 0.351
H 0.60582 2.81461 -0.84337 0.701 0.320 3.061 0.229
H 0.15311 3.64281 0.69202 -0.484 1.981 1.053 0.439
H -0.53899 -3.83570 0.10145 0.549 0.032 -0.158 0.310
```
Forces are in eV/Å.

As for the relative energy (zero: lowest compared OMol25 entry of this formula, charge and spin): 0.000 eV. The calculation puts the orbital gap at 10.83 eV. The calculation puts the largest force on an atom at 4.47 eV/Å. The lowest unoccupied orbital energy is -2.94 eV. As for the HOMO energy: -13.78 eV. Its total charge is +1.

***

(2)
DFT (ωB97M-V/def2-TZVPD) results for a 2-piece molecular cluster, C3H8FNO overall at a distorted geometry.

XYZ file:
```
14
Properties=species:S:1:pos:R:3:forces:R:3:mulliken_charge:R:1
C -0.27634 0.24638 -1.38805 1.414 -0.037 -0.107 -1.066
C 0.79125 -0.22598 -0.32697 -3.083 0.761 -0.593 -0.432
C -0.02880 -0.60233 0.85522 -0.831 -1.711 -0.531 0.543
N -0.01523 0.15742 1.96430 1.000 0.296 -0.615 -0.398
O -0.85867 -1.53861 0.75633 1.214 1.197 0.459 -0.722
F -1.79062 -4.02405 0.52065 1.700 2.513 0.799 -0.469
H -0.92403 1.06106 -1.04744 0.706 0.387 -0.132 0.321
H -0.96263 -0.57084 -1.40755 -0.329 -0.735 -1.020 0.320
H 0.32933 0.44789 -2.33290 -1.469 -0.146 1.012 0.295
H 1.31572 -0.99337 -0.78744 0.819 -1.823 -0.392 0.301
H 1.42699 0.56305 -0.19543 1.820 2.029 0.911 0.333
H -0.64897 -0.23154 2.61004 -0.533 -0.011 1.371 0.254
H 0.79173 0.71166 2.25651 -0.682 -0.367 -0.265 0.236
H -1.27818 -3.16743 0.74210 -1.746 -2.352 -0.896 0.484
```
Forces are in eV/Å.

As for the relative energy (zero: lowest compared OMol25 entry of this formula, charge and spin): 0.145 eV. The SMILES is CCC(N)=O.F. The calculation puts the orbital gap at 11.29 eV. The calculation puts the largest force on an atom at 3.23 eV/Å. The lowest unoccupied orbital energy is 0.59 eV. As for the HOMO energy: -10.70 eV.

***

(3)
DFT (ωB97M-V/def2-TZVPD) results for a 2-piece molecular cluster, C3H8FNO2P overall at a distorted geometry.

XYZ file:
```
16
Properties=species:S:1:pos:R:3:forces:R:3:mulliken_charge:R:1
C -1.33976 0.94783 -0.00971 3.252 2.641 1.658 -0.627
C 0.70109 -1.38045 0.78072 0.701 1.219 -3.392 -1.008
C -1.62259 -0.41108 -0.26396 1.209 -0.708 0.948 -0.222
N 1.58863 -0.04228 -1.41024 0.332 0.933 1.575 -0.567
O 1.86580 1.32268 0.81489 -0.814 -0.104 0.148 -0.724
O 3.34657 -0.73379 0.58340 -0.698 -0.056 -0.420 -0.746
F -2.54515 -0.94107 0.54413 -1.028 -0.887 0.239 -0.290
P 2.01466 -0.07423 0.31183 0.301 -1.357 -0.396 0.920
H -1.43950 1.22097 1.07834 0.261 -0.727 -0.724 0.226
H -1.98391 1.67388 -0.43875 -0.814 0.757 -1.151 0.329
H -0.21078 1.20492 -0.25496 -2.363 -0.344 0.255 0.157
H 0.33111 -1.41755 1.75124 -0.680 -0.417 1.510 0.402
H 0.46560 -2.16738 -0.00029 0.422 0.763 1.458 0.342
H -1.44095 -0.91195 -1.17175 -0.132 -0.620 -0.874 0.414
H 1.18966 -0.92119 -1.65648 0.300 -0.584 -0.701 0.157
H 2.37562 0.29070 -1.95947 -0.249 -0.509 -0.133 0.237
```
Forces are in eV/Å.

As for the relative energy (zero: lowest compared OMol25 entry of this formula, charge and spin): 3.707 eV. The calculation puts the orbital gap (alpha / beta) at 7.91 / 7.95 eV. The calculation puts the largest force on an atom at 4.51 eV/Å. The lowest unoccupied orbital energy (alpha / beta) is 3.82 / 3.84 eV. As for the HOMO energy (alpha / beta): -4.09 / -4.11 eV. Its total charge is -1.

***

(4)
DFT (ωB97M-V/def2-TZVPD) results for a 2-piece molecular cluster, C3H8FP overall at a distorted geometry.

XYZ file:
```
13
Properties=species:S:1:pos:R:3:forces:R:3:mulliken_charge:R:1
C -1.03459 1.01382 -0.84521 3.358 0.517 2.179 -1.020
C -0.43129 -0.36622 1.20051 -0.256 -0.632 -0.009 -1.206
C 0.08214 0.41429 0.06817 0.692 -1.082 -2.986 0.470
F 1.01109 1.40293 0.28646 -0.525 -0.991 0.590 -0.298
P 1.42247 -1.69011 -1.12540 -1.078 1.644 1.497 -0.034
H -0.44120 1.91107 -1.20677 -1.540 -1.256 -1.026 0.321
H -1.58568 0.24320 -1.35400 0.130 0.298 -0.941 0.330
H -1.62211 1.38487 -0.03376 -1.234 0.696 0.251 0.295
H -1.07113 -1.18396 0.77957 0.417 0.826 0.480 0.323
H -1.00593 0.32275 1.79727 -0.705 0.196 0.474 0.411
H 0.28963 -0.80288 1.86412 0.606 -0.227 0.078 0.355
H 1.90891 -1.73301 0.24900 0.117 0.009 -0.931 0.015
H 2.47770 -0.91677 -1.67997 0.019 0.004 0.343 0.038
```
Forces are in eV/Å.

As for the relative energy (zero: lowest compared OMol25 entry of this formula, charge and spin): 3.815 eV. The calculation puts the orbital gap (alpha / beta) at 7.78 / 8.15 eV. The calculation puts the largest force on an atom at 4.04 eV/Å. The lowest unoccupied orbital energy (alpha / beta) is -0.29 / 0.06 eV. As for the HOMO energy (alpha / beta): -8.08 / -8.09 eV.

***

(5)
DFT (ωB97M-V/def2-TZVPD) results for a 2-piece molecular cluster, C3H8IN2 overall at a distorted geometry.

XYZ file:
```
14
Properties=species:S:1:pos:R:3:forces:R:3:mulliken_charge:R:1
C -1.13094 -1.20280 -0.00253 -1.708 -1.758 -0.587 0.258
C -1.74879 0.03443 0.15815 -0.078 0.138 0.646 -0.581
C -1.26832 1.37108 0.22436 -1.250 0.256 -0.773 0.216
N -0.15666 1.94416 -0.27422 -1.014 -1.359 0.592 -0.288
N 0.14254 -1.51277 -0.06616 0.742 0.168 0.500 -0.252
I 3.94568 -0.37058 -0.31390 0.405 -0.201 0.119 -0.077
H -1.90944 -2.10039 -0.10631 2.104 1.898 0.286 0.259
H 5.20210 -1.16639 0.35489 -0.456 0.219 -0.144 0.148
H -2.80615 -0.20050 0.38811 0.643 1.181 -0.036 0.264
H -2.04780 2.11518 0.60240 1.335 -0.998 -0.521 0.293
H -0.14812 2.93224 -0.39306 0.072 0.652 0.230 0.256
H 0.56985 1.45583 -0.77966 -0.238 -0.187 0.108 0.166
H 0.49580 -2.45579 0.02105 -0.443 -0.139 -0.294 0.260
H 0.86026 -0.84370 0.18687 -0.114 0.130 -0.127 0.076
```
Forces are in eV/Å.

As for the relative energy (zero: lowest compared OMol25 entry of this formula, charge and spin): 0.167 eV. The calculation puts the orbital gap at 8.54 eV. The calculation puts the largest force on an atom at 2.85 eV/Å. The lowest unoccupied orbital energy is -4.74 eV. As for the HOMO energy: -13.28 eV. Its total charge is +1.

***

(6)
DFT (ωB97M-V/def2-TZVPD) results for a 2-piece molecular cluster, C3H8IN2S overall at a distorted geometry.

XYZ file:
```
15
Properties=species:S:1:pos:R:3:forces:R:3:mulliken_charge:R:1
C -0.07899 -0.66115 -0.18304 -0.128 -0.727 -2.506 0.366
C -0.12006 0.91293 1.64422 -0.219 0.059 0.607 -0.959
C 0.47091 1.61011 -0.63229 0.204 0.615 -0.567 -0.736
N 0.07628 0.53101 0.25040 0.058 -0.103 0.036 0.028
N -0.53730 -1.75470 0.33620 -0.083 -0.191 0.473 -0.179
S 0.05963 -1.33968 -3.13412 0.104 0.226 2.111 -0.047
I 0.43461 -3.58268 -2.73618 -0.111 0.251 -0.064 0.318
H -0.15443 0.03533 2.28610 0.047 0.000 -0.031 0.356
H 0.70177 1.55195 1.96479 0.012 -0.070 -0.069 0.312
H -1.05532 1.46773 1.74346 0.044 -0.035 -0.032 0.355
H 0.55403 1.24270 -1.65282 -0.008 -0.015 0.128 0.196
H -0.27335 2.40640 -0.59547 -0.014 -0.065 0.013 0.332
H 1.43194 2.01855 -0.31446 -0.048 -0.079 0.040 0.330
H -1.07284 -1.81156 1.19804 0.133 0.097 -0.028 0.222
H -0.43688 -2.62693 -0.17484 0.010 0.038 -0.112 0.105
```
Forces are in eV/Å.

As for the relative energy (zero: lowest compared OMol25 entry of this formula, charge and spin): 3.550 eV. The calculation puts the orbital gap (alpha / beta) at 5.81 / 5.86 eV. The calculation puts the largest force on an atom at 2.61 eV/Å. The lowest unoccupied orbital energy (alpha / beta) is -7.01 / -7.01 eV. As for the HOMO energy (alpha / beta): -12.82 / -12.88 eV. Its total charge is +1.

***

(7)
DFT (ωB97M-V/def2-TZVPD) results for one molecule with the formula C3H8IN3 at a distorted geometry.

XYZ file:
```
15
Properties=species:S:1:pos:R:3:forces:R:3:mulliken_charge:R:1
C 1.77552 -0.41986 -0.29097 -2.214 0.044 0.594 -0.012
C -0.76749 -1.04964 -0.92612 2.338 -0.114 -1.142 -1.192
C 0.08616 -0.25691 0.05444 2.346 0.584 -0.242 0.193
N 2.60942 -0.80591 0.52302 0.091 -1.362 0.871 -0.532
N -0.07825 1.97435 1.08866 0.162 -2.585 -0.472 -0.704
N -0.06087 1.13520 -0.17794 0.724 0.915 2.773 -0.042
I 2.31426 0.58352 -2.09579 0.126 -0.058 -0.636 -0.010
H -1.23008 -1.95347 -0.63063 -0.005 -1.027 0.868 0.313
H -0.10147 -1.27910 -1.81684 -1.039 0.243 0.789 0.251
H -1.56042 -0.42977 -1.23311 -0.966 0.855 -0.624 0.345
H 0.01321 -0.46369 1.15394 -0.087 -0.231 -1.037 0.337
H 3.58330 -0.97770 0.27906 -0.212 0.719 -0.182 0.311
H 0.39447 2.77907 0.76788 0.804 1.265 -0.022 0.260
H 0.60234 1.48752 1.73863 -0.908 0.791 -1.095 0.271
H -0.68706 1.50714 -0.83938 -1.160 -0.039 -0.443 0.212
```
Forces are in eV/Å.

As for the relative energy (zero: lowest compared OMol25 entry of this formula, charge and spin): 0.362 eV. The SMILES is [H]/N=C(\I)[C@H](C)NN. The calculation puts the orbital gap at 8.74 eV. The calculation puts the largest force on an atom at 3.01 eV/Å. The lowest unoccupied orbital energy is 0.61 eV. As for the HOMO energy: -8.13 eV.

***

(8)
DFT (ωB97M-V/def2-TZVPD) results for a 2-piece molecular cluster, C3H8INO overall at a distorted geometry.

XYZ file:
```
14
Properties=species:S:1:pos:R:3:forces:R:3:mulliken_charge:R:1
C -9.50686 -15.16498 23.31083 -1.667 0.368 -1.332 -1.144
C -10.77447 -14.27320 23.18404 1.954 5.245 5.876 0.684
O -10.92836 -13.20398 23.90552 0.318 -5.557 -4.155 -0.472
N -11.80874 -14.67493 22.26712 -2.175 -2.423 0.499 -0.093
H -11.53714 -14.61890 21.27498 0.799 0.599 -1.559 -0.055
H -12.05183 -15.74145 22.43873 0.692 2.549 -0.426 0.435
C -13.10035 -13.84173 22.44122 -0.312 -2.710 -0.860 -0.785
H -8.57418 -14.79474 23.63791 0.473 1.912 0.583 0.362
H -9.32734 -15.35916 22.27470 0.340 -1.171 -0.773 0.368
H -9.54844 -16.03341 23.94874 -1.047 -0.675 -0.225 0.319
H -12.83934 -12.82975 22.29583 0.136 0.987 -0.029 0.347
H -13.28259 -14.15562 23.45266 -1.053 0.807 0.495 0.418
H -13.91262 -14.20381 21.70319 1.663 0.525 1.160 0.280
I -11.17198 -13.34031 19.10057 -0.121 -0.454 0.745 -0.665
```
Forces are in eV/Å.

As for the relative energy (zero: lowest compared OMol25 entry of this formula, charge and spin): 1.491 eV. The calculation puts the orbital gap at 6.51 eV. The calculation puts the largest force on an atom at 8.12 eV/Å. The lowest unoccupied orbital energy is -0.94 eV. As for the HOMO energy: -7.44 eV.

***

Which value of relative energy (zero: lowest compared OMol25 entry of this formula, charge and spin) does entry 4 give?
3.815 eV